The following is a DFT calculation (wB97M-V/def2-TZVPD) of a cluster of 11 separate species, C29H78NO15S in total in a non-equilibrium geometry.

The HOMO-LUMO gap comes out at 7.028 eV. The total charge is +1. For the lowest unoccupied orbital energy, the calculation gives -4.48 eV. The spin multiplicity is 1. Its molecular weight is 713.0 g mol⁻¹. For the total energy, the calculation gives -2732.61193 Ha.

Each atom is followed by the atoms it is bonded to, with distances in Å.
Cartesian coordinates (Å):
1 C -4.952 -2.836 2.055  C2 1.667, H17 1.172, H18 1.193, H19 1.180
2 C -5.481 -2.815 0.474  C1 1.667, O3 1.342, O4 1.471
3 O -6.615 -2.139 0.229  C2 1.342
4 O -4.708 -3.570 -0.523  C2 1.471, C5 1.471
5 C -4.144 -2.706 -1.571  O4 1.471, O6 1.339, C7 1.664
6 O -4.690 -1.584 -2.057  C5 1.339
7 C -2.714 -3.216 -2.250  C5 1.664, S8 1.886, H20 1.170, H21 1.192
8 S -1.608 -1.797 -2.816  C7 1.886, O9 1.735, H22 1.426
9 O -0.022 -2.297 -2.321  S8 1.735, C10 1.471
10 C 0.976 -1.263 -2.638  O9 1.471, C11 1.671, H23 1.192, H24 1.172
11 C 1.902 -1.089 -1.258  C10 1.671, N12 1.513, H25 1.178, H26 1.181
12 N 1.494 0.097 -0.412  C11 1.513, C13 1.513, H27 1.060
13 C 0.166 -0.102 0.283  N12 1.513, C14 1.654, H28 1.170, H29 1.192
14 C -0.583 1.302 0.735  C13 1.654, C15 1.647, O16 1.477, H30 1.173
15 C 0.180 2.661 0.202  C14 1.647, H31 1.187, H32 1.192, H33 1.179
16 O -1.959 1.349 0.199  C14 1.477, H34 1.017
17 H -3.844 -3.204 2.160  C1 1.172
18 H -5.629 -3.607 2.664  C1 1.193
19 H -5.143 -1.783 2.553  C1 1.180
20 H -2.858 -3.967 -3.137  C7 1.170
21 H -2.128 -3.795 -1.389  C7 1.192
22 H -1.972 -0.596 -2.138  S8 1.426
23 H 1.721 -1.690 -3.465  C10 1.192
24 H 0.526 -0.248 -3.013  C10 1.172
25 H 1.833 -2.128 -0.706  C11 1.178
26 H 3.010 -0.905 -1.623  C11 1.181
27 H 2.204 0.119 0.374  N12 1.060
28 H -0.625 -0.718 -0.321  C13 1.170
29 H 0.375 -0.703 1.292  C13 1.192
30 H -0.665 1.387 1.902  C14 1.173
31 H -0.640 3.520 0.188  C15 1.187
32 H 0.566 2.570 -0.922  C15 1.192
33 H 1.041 3.038 0.914  C15 1.179
34 H -1.828 1.289 -0.808  O16 1.017
35 C -6.744 -4.560 -4.160  C36 1.515, H38 1.095, H39 1.094, H40 1.095
36 C -5.306 -4.353 -4.587  C35 1.515, O37 1.420, H41 1.094, H42 1.094
37 O -4.628 -5.600 -4.626  C36 1.420, H43 0.973
38 H -6.789 -5.032 -3.172  C35 1.095
39 H -7.280 -3.608 -4.120  C35 1.094
40 H -7.263 -5.228 -4.855  C35 1.095
41 H -4.786 -3.703 -3.877  C36 1.094
42 H -5.253 -3.894 -5.579  C36 1.094
43 H -5.093 -6.167 -5.264  O37 0.973
44 C -5.404 -8.210 -8.678  C45 1.515, H47 1.095, H48 1.094, H49 1.095
45 C -6.214 -8.065 -7.407  C44 1.515, O46 1.420, H50 1.094, H51 1.094
46 O -6.278 -6.698 -7.026  C45 1.420, H52 0.973
47 H -4.390 -7.822 -8.535  C44 1.095
48 H -5.341 -9.258 -8.984  C44 1.094
49 H -5.853 -7.632 -9.492  C44 1.095
50 H -5.750 -8.626 -6.591  C45 1.094
51 H -7.233 -8.438 -7.546  C45 1.094
52 H -6.700 -6.210 -7.754  O46 0.973
53 C 6.515 0.948 0.448  C54 1.515, H56 1.095, H57 1.094, H58 1.095
54 C 5.011 1.024 0.610  C53 1.515, O55 1.420, H59 1.094, H60 1.094
55 O 4.441 -0.267 0.458  C54 1.420, H61 0.973
56 H 6.777 0.546 -0.536  C53 1.095
57 H 6.970 1.937 0.558  C53 1.094
58 H 6.951 0.275 1.194  C53 1.095
59 H 4.577 1.680 -0.151  C54 1.094
60 H 4.741 1.414 1.596  C54 1.094
61 H 4.827 -0.840 1.143  O55 0.973
62 C 2.167 6.192 -1.314  C63 1.515, H65 1.095, H66 1.094, H67 1.095
63 C 3.227 5.765 -0.319  C62 1.515, O64 1.420, H68 1.094, H69 1.094
64 O 3.986 4.689 -0.852  C63 1.420, H70 0.973
65 H 1.501 5.356 -1.550  C62 1.095
66 H 1.570 7.018 -0.916  C62 1.094
67 H 2.626 6.511 -2.256  C62 1.095
68 H 2.763 5.427 0.612  C63 1.094
69 H 3.904 6.592 -0.088  C63 1.094
70 H 4.400 5.002 -1.675  O64 0.973
71 C -3.975 -2.367 -8.669  C72 1.515, H74 1.095, H75 1.094, H76 1.095
72 C -5.479 -2.291 -8.507  C71 1.515, O73 1.420, H77 1.094, H78 1.094
73 O -6.049 -3.582 -8.659  C72 1.420, H79 0.973
74 H -3.714 -2.769 -9.653  C71 1.095
75 H -3.520 -1.378 -8.559  C71 1.094
76 H -3.539 -3.040 -7.923  C71 1.095
77 H -5.913 -1.634 -9.268  C72 1.094
78 H -5.749 -1.901 -7.521  C72 1.094
79 H -5.664 -4.155 -7.974  O73 0.973
80 C 5.094 3.877 4.828  C81 1.515, H83 1.095, H84 1.094, H85 1.095
81 C 4.156 2.904 4.144  C80 1.515, O82 1.420, H86 1.094, H87 1.094
82 O 4.892 1.809 3.618  C81 1.420, H88 0.973
83 H 5.846 4.246 4.123  C80 1.095
84 H 4.543 4.729 5.235  C80 1.094
85 H 5.636 3.385 5.643  C80 1.095
86 H 3.634 3.393 3.317  C81 1.094
87 H 3.410 2.520 4.846  C81 1.094
88 H 5.346 1.377 4.362  O82 0.973
89 C 7.664 2.540 8.930  C90 1.515, H92 1.095, H93 1.094, H94 1.095
90 C 6.843 1.460 8.255  C89 1.515, O91 1.420, H95 1.094, H96 1.094
91 O 7.261 1.304 6.907  C90 1.420, H97 0.973
92 H 7.555 3.492 8.401  C89 1.095
93 H 7.351 2.675 9.969  C89 1.094
94 H 8.728 2.285 8.912  C89 1.095
95 H 5.783 1.728 8.255  C90 1.094
96 H 6.956 0.501 8.771  C90 1.094
97 H 8.202 1.057 6.919  O91 0.973
98 C -0.904 8.696 -3.300  C99 1.515, H101 1.095, H102 1.094, H103 1.095
99 C 0.534 8.903 -3.727  C98 1.515, O100 1.420, H104 1.094, H105 1.094
100 O 1.213 7.656 -3.766  C99 1.420, H106 0.973
101 H -0.948 8.224 -2.313  C98 1.095
102 H -1.440 9.648 -3.261  C98 1.094
103 H -1.422 8.028 -3.995  C98 1.095
104 H 1.055 9.553 -3.018  C99 1.094
105 H 0.587 9.362 -4.719  C99 1.094
106 H 0.748 7.089 -4.405  O100 0.973
107 C 6.611 -2.681 8.478  C108 1.515, H110 1.095, H111 1.094, H112 1.095
108 C 7.169 -2.980 9.854  C107 1.515, O109 1.420, H113 1.094, H114 1.094
109 O 7.304 -1.777 10.595  C108 1.420, H115 0.973
110 H 7.268 -1.991 7.939  C107 1.095
111 H 6.504 -3.598 7.892  C107 1.094
112 H 5.632 -2.195 8.554  C107 1.095
113 H 8.156 -3.445 9.774  C108 1.094
114 H 6.511 -3.660 10.405  C108 1.094
115 H 6.421 -1.376 10.668  O109 0.973
116 C -6.308 1.425 4.289  C117 1.515, H119 1.095, H120 1.094, H121 1.095
117 C -5.249 0.997 5.284  C116 1.515, O118 1.420, H122 1.094, H123 1.094
118 O -4.489 -0.079 4.751  C117 1.420, H124 0.973
119 H -6.974 0.588 4.053  C116 1.095
120 H -6.905 2.250 4.687  C116 1.094
121 H -5.849 1.743 3.347  C116 1.095
122 H -5.712 0.659 6.215  C117 1.094
123 H -4.571 1.824 5.516  C117 1.094
124 H -4.075 0.234 3.929  O118 0.973